Record 1
Below is C32H63FGeMnN7O5P2S2Si3 as an isolated structure, with properties calculated with ωB97M-V/def2-TZVPD.

The spin multiplicity is 6. The HOMO-LUMO gap (spin up / spin down) comes out at 8.3 / 8.2 eV. The net charge is +1. The energy above the lowest of the compared OMol25 structures with the same formula, charge and spin comes out at 0.449 eV. For the largest force on an atom, the calculation gives 0.85 eV/A. As for the expectation value of S²: 8.755.

Geometry (Å):
Ge: -1.92 -0.55 -1.57
Mn: 0.35 -0.15 0.22
S: 4.16 -1.83 1.01
S: 3.58 0.34 -1.48
P: 1.67 1.88 2.55
P: -0.33 0.07 3.57
Si: -2.79 -2.13 0.07
Si: -0.77 -1.79 -3.30
Si: -3.85 0.44 -2.63
F: 0.08 5.15 -0.94
O: 1.22 1.58 1.17
O: 4.85 0.06 -0.84
O: 3.18 1.71 -1.67
O: 1.04 0.92 3.67
O: -0.52 -0.39 2.17
N: -0.08 -1.04 4.74
N: 1.60 -1.90 0.80
N: -1.57 0.99 4.09
N: 1.12 3.36 3.02
N: 3.57 -2.32 -6.78
N: 2.42 -0.42 -0.67
N: 3.27 1.59 2.73
C: -4.71 -0.70 -3.85
C: 0.81 -2.65 -2.78
C: 1.22 3.80 4.41
C: 3.61 -1.67 -5.57
C: -5.09 0.99 -1.32
C: 4.27 -1.62 -3.24
C: -1.35 3.44 -0.23
C: 2.69 -1.34 0.26
C: -1.57 -3.45 0.61
C: -1.94 -3.16 -3.86
C: -2.46 1.70 3.17
C: 1.33 4.45 2.05
C: -3.20 1.93 -3.58
C: 3.25 -2.85 2.08
C: 4.19 2.05 1.69
C: 3.61 -0.41 -3.07
C: 2.96 0.17 -4.15
C: -1.72 2.11 -0.29
C: 0.02 1.68 -1.89
C: -0.28 3.86 -1.01
C: 2.95 -0.45 -5.38
C: -1.60 1.50 5.46
C: -3.69 -1.45 1.59
C: 3.89 1.51 4.05
C: -1.05 1.20 -1.12
C: 4.28 -2.24 -4.48
C: 0.41 3.01 -1.84
C: -4.15 -2.97 -0.94
C: -1.21 -1.88 5.15
C: -0.48 -0.65 -4.77
C: 1.22 -1.61 5.06
C: 1.93 -2.74 1.84
H: 4.66 3.00 1.98
H: -2.32 1.69 -4.17
H: 1.11 2.95 5.08
H: 4.27 2.48 4.39
H: -2.59 1.35 5.89
H: -2.95 2.77 -2.93
H: -4.37 -0.64 1.35
H: 4.73 0.81 4.00
H: -5.04 -2.34 -1.02
H: 0.11 0.24 -4.55
H: 2.45 0.02 -6.22
H: -0.56 -3.09 0.81
H: -2.56 1.78 0.30
H: -4.05 -1.01 -4.67
H: 1.38 -2.17 -2.00
H: -4.44 -3.88 -0.41
H: 3.18 1.13 4.79
H: -5.34 0.19 -0.62
H: 2.17 4.29 4.61
H: 2.47 1.14 -4.02
H: -5.52 -0.11 -4.30
H: 2.02 -1.02 4.62
H: -1.43 -0.32 -5.21
H: 1.30 -2.63 4.68
H: 1.33 4.05 1.04
H: 3.66 2.20 0.75
H: -2.11 -3.90 -3.07
H: -1.86 4.16 0.40
H: -5.16 -1.59 -3.41
H: 4.81 -3.18 -4.60
H: -0.88 0.97 6.08
H: -3.01 -1.12 2.38
H: 0.52 5.17 2.14
H: 2.28 4.97 2.24
H: -2.15 -1.36 4.98
H: 0.05 -1.21 -5.54
H: -1.22 -2.82 4.61
H: -1.44 -3.68 -4.68
H: -2.49 1.17 2.23
H: -3.46 1.71 3.60
H: 0.55 -3.66 -2.44
H: -1.95 -3.93 1.51
H: 4.80 -2.07 -2.41
H: 0.42 4.51 4.61
H: -3.85 -3.26 -1.95
H: 3.74 -3.48 2.81
H: -4.29 -2.28 1.98
H: 1.14 -3.26 2.35
H: 1.45 -2.75 -3.66
H: 4.28 -3.01 -6.95
H: -6.02 1.29 -1.81
H: -1.49 -4.22 -0.16
H: 1.35 -1.63 6.14
H: 0.58 1.01 -2.53
H: -3.98 2.26 -4.27
H: -4.73 1.85 -0.75
H: 3.36 -1.76 -7.59
H: 4.96 1.30 1.53
H: -1.37 2.56 5.47
H: -2.91 -2.81 -4.23
H: -1.12 -2.09 6.22
H: -2.12 2.73 3.02
H: 1.26 3.37 -2.40

Mulliken atomic charge list, values in e, 2 entries: number 1, Ge, carries 0.19; number 2, Mn, carries 0.29



Record 2
Below is one molecule with the formula C10H10N2 in a non-equilibrium geometry, with properties calculated with ωB97M-V/def2-TZVPD.

The HOMO-LUMO gap comes out at 8.7 eV. Its SMILES is Cc1ccnc2c(N)cccc12. The energy above the lowest of the compared OMol25 structures with the same formula, charge and spin comes out at 4.384 eV. For the largest force on an atom, the calculation gives 7.23 eV/A.

Geometry (Å):
N: -0.57 1.72 -1.15
N: -1.50 -0.10 -2.97
C: -0.18 2.53 -0.29
C: 1.37 0.03 2.62
C: 0.25 -1.50 0.57
C: -0.69 -0.60 -1.96
C: 0.76 0.89 1.24
C: -0.03 -2.35 -0.37
C: 0.62 2.25 0.86
C: -0.61 -1.90 -1.69
C: 0.07 0.00 0.41
C: -0.45 0.43 -0.87
H: -1.85 0.86 -2.74
H: 1.65 0.79 3.35
H: -2.52 -0.72 -2.74
H: 0.29 -3.46 -0.12
H: 0.70 -0.55 3.34
H: -0.59 3.64 -0.35
H: 2.25 -0.74 2.35
H: 1.04 3.10 1.49
H: -0.91 -2.61 -2.51
H: 0.89 -1.72 1.50

natural (NBO) atomic charge list, values in e, 2 entries: number 1, N, carries -0.46; number 2, N, carries -0.80